Here is a structure of composition C48H50EuN6OS4 from the Open Molecules 2025 dataset. Energies are from ωB97M-V/def2-TZVPD.

Geometry as XYZ:
```
110
Properties=species:S:1:pos:R:3:mulliken_charge:R:1
Eu -1.43539 -0.71420 -0.50575 0.2897
C -2.96937 -3.38794 -2.39294 -0.9537
C -3.29076 -3.58386 -0.92031 -0.8130
N -2.18779 -3.17469 -0.01975 0.1564
C -1.10681 -4.17816 0.14788 -1.2530
C -0.17719 -4.35821 -1.04733 -0.5527
S 0.43508 -2.81340 -1.80644 0.3362
C -0.19489 -2.93492 -3.50824 -1.1449
C -1.42049 -2.06733 -3.78064 -0.5363
N -2.38532 -2.05617 -2.66134 0.0614
H -3.88503 -3.53617 -2.96738 0.4791
H -2.27444 -4.15110 -2.73034 0.2481
H -3.55418 -4.63220 -0.75343 0.5050
H -4.16110 -2.98167 -0.65485 0.3298
H -2.61414 -3.10488 0.90085 0.1900
H -1.53701 -5.15540 0.38758 0.4815
H -0.51788 -3.86456 1.00905 0.4620
H -0.63072 -4.95830 -1.83218 0.5797
H 0.70288 -4.90177 -0.70599 0.2345
H -0.36872 -3.98767 -3.72513 0.4877
H 0.61674 -2.61615 -4.16009 0.5415
H -1.89105 -2.40934 -4.70725 0.4608
H -1.10052 -1.03665 -3.94523 0.1744
H -3.14050 -1.44118 -2.94995 0.2866
C -3.31479 2.19309 -3.78472 -1.3321
C -2.48969 1.39432 -2.99313 -0.2480
N -2.88975 0.81574 -1.86968 0.5900
C -4.16495 1.03402 -1.44719 0.1218
C -5.05310 1.84524 -2.16405 0.9150
C -4.60042 2.41631 -3.36780 -0.6211
C -6.36923 2.10484 -1.65250 -1.0342
C -6.75636 1.59867 -0.46686 -1.0880
C -5.87403 0.75836 0.29166 1.1801
C -6.25173 0.21360 1.53268 -0.8370
C -5.38152 -0.59864 2.21107 -1.2432
C -4.14522 -0.87654 1.62796 -0.4880
N -3.76068 -0.39789 0.45619 0.9146
C -4.60439 0.43604 -0.20621 -0.3752
H -2.92979 2.62763 -4.69632 0.4804
H -1.45677 1.23435 -3.28321 0.5810
H -5.27125 3.04014 -3.94634 0.4997
H -7.03566 2.73050 -2.23268 0.4663
H -7.74155 1.80766 -0.06885 0.4883
H -7.23005 0.44110 1.94000 0.5133
H -5.63611 -1.02661 3.17108 0.5059
H -3.44254 -1.52201 2.14832 0.4518
S 0.83069 -1.42241 1.15502 -0.2633
C 2.15543 -0.50829 0.68254 0.3288
N 3.37175 -0.77129 1.10969 0.3952
C 4.48775 0.09964 0.71149 -0.6542
C 4.00770 1.51892 0.77943 -1.0825
N 2.86402 1.65912 -0.13483 0.4710
C 2.86454 2.89821 -0.94984 -1.3191
C 4.03689 2.91288 -1.90018 0.3718
C 4.11022 1.98248 -2.93635 -0.2467
C 5.19855 1.98468 -3.79495 -0.8168
C 6.21599 2.91785 -3.62752 -0.4727
C 6.14359 3.84726 -2.60103 -0.7123
C 5.05702 3.84137 -1.73467 -0.2017
C 1.99983 0.68296 -0.26192 0.0844
S 0.80434 0.69572 -1.46231 -0.0863
C 3.71565 -1.97847 1.90133 -2.0825
C 4.12844 -3.12222 1.00688 0.7968
C 5.40903 -3.16415 0.46404 -0.2390
C 5.78601 -4.21142 -0.36432 -0.8079
C 4.88805 -5.23218 -0.64497 -0.6670
C 3.61597 -5.20690 -0.08954 -0.7759
C 3.23484 -4.15354 0.72986 0.0861
H 4.82528 -0.15075 -0.29707 0.3686
H 5.31228 -0.05783 1.40074 0.6300
H 4.78776 2.20060 0.44907 0.5551
H 3.70470 1.79057 1.79344 0.2010
H 2.94044 3.73101 -0.24922 0.4846
H 1.91613 2.96172 -1.47143 0.7127
H 3.30818 1.26537 -3.07879 0.4150
H 5.25034 1.26669 -4.60329 0.4451
H 7.06103 2.92350 -4.30365 0.4175
H 6.93007 4.57946 -2.47372 0.4176
H 5.00013 4.57739 -0.93886 0.4151
H 2.86029 -2.24824 2.51163 0.7099
H 4.53156 -1.68859 2.56167 0.6411
H 6.13406 -2.39453 0.70806 0.4236
H 6.78856 -4.24308 -0.76999 0.4292
H 5.19000 -6.05854 -1.27515 0.4371
H 2.93318 -6.02745 -0.27476 0.4786
H 2.25296 -4.14536 1.19080 0.4853
O -1.25785 0.92978 1.11222 0.3504
S -1.92358 1.41532 2.40920 0.1165
C -1.84780 3.18066 2.34545 0.6154
C -2.86727 3.86385 2.99433 -0.4190
C -2.84300 5.25197 3.00317 -0.7659
C -1.82358 5.92837 2.34978 -0.5670
C -0.82450 5.22756 1.67863 -0.8539
C -0.82938 3.84321 1.67140 0.0458
C -0.77332 1.02954 3.70247 0.5551
C -1.30396 0.51028 4.87389 -0.5604
C -0.44777 0.20302 5.92420 -0.7981
C 0.91630 0.40810 5.78423 -0.7463
C 1.43475 0.92338 4.59800 -0.5670
C 0.59130 1.23794 3.54792 0.2013
H -3.66000 3.32204 3.49765 0.4512
H -3.62270 5.80162 3.51308 0.4471
H -1.80854 7.01027 2.35559 0.4349
H -0.04242 5.76646 1.15976 0.4666
H -0.07398 3.28601 1.13177 0.3064
H -2.37313 0.36146 4.97686 0.4579
H -0.84708 -0.19095 6.84932 0.4502
H 1.58178 0.17071 6.60404 0.4499
H 2.50010 1.09639 4.50612 0.5054
H 0.98056 1.64685 2.62339 0.1581
```

Results
Maximum force ... 0.57 eV Å⁻¹
E_LUMO (spin up / spin down) ... -8.25 / -7.93 eV
HOMO-LUMO gap (spin up / spin down) ... 6.999 / 7.320 eV
HOMO level (spin up / spin down) ... -15.25 / -15.25 eV
Total charge ... +3
Spin multiplicity ... 7